No. 1
A molecular structure, C37H45N5O4PRuS2, computed with ωB97M-V with the def2-TZVPD basis set.

The molar mass comes out at 820.0 g/mol. The multiplicity is 2. Its maximum force is 0.69 eV/Å. For the total energy, the calculation gives -88283.699 eV. The HOMO energy (alpha / beta) comes out at -6.749 / -6.718 eV. The calculation puts the lowest unoccupied orbital energy (alpha / beta) at 0.21 / 0.03 eV. The value obtained for the energy above the lowest of the compared OMol25 structures with the same formula, charge and spin is 192.4 kJ/mol.

Each line ends with the Mulliken spin population.
CARTESIAN COORDINATES (ANGSTROEM)
Ru  0.050  0.450  -0.173  0.89
N  0.968  -1.282  0.945  -0.01
C  2.347  -1.118  1.431  0.03
C  2.872  -2.368  2.137  0.00
C  2.244  -2.675  3.499  0.00
C  2.975  -2.009  4.671  0.00
N  3.378  -0.616  4.489  0.00
C  2.562  0.418  4.327  0.00
N  1.269  0.324  4.627  0.00
N  3.063  1.580  3.911  0.00
C  3.217  -0.674  0.234  -0.01
O  4.433  -0.887  0.309  0.00
O  2.548  -0.103  -0.662  0.04
H  0.315  -1.371  1.721  -0.01
H  0.894  -2.139  0.404  0.00
H  2.331  -0.241  2.079  -0.01
H  3.956  -2.267  2.236  0.00
H  2.717  -3.209  1.454  0.00
H  2.283  -3.746  3.712  0.00
H  1.180  -2.416  3.487  0.00
H  3.914  -2.537  4.833  0.00
H  2.408  -2.103  5.601  0.00
H  4.345  -0.447  4.267  0.00
H  0.895  -0.566  4.907  0.00
H  0.618  0.960  4.171  0.00
H  3.858  1.558  3.289  0.00
H  2.408  2.324  3.698  0.00
C  0.216  4.349  -1.421  0.00
C  -1.291  4.140  -1.381  0.00
C  -1.806  3.831  -2.787  0.00
C  -1.749  3.115  -0.320  0.01
C  -3.254  3.131  -0.137  0.01
O  -3.696  2.154  -1.106  0.00
C  -2.640  1.350  -1.333  0.01
N  -1.545  1.709  -0.769  0.02
C  -2.936  0.262  -2.295  -0.01
C  -4.175  0.342  -2.943  -0.01
C  -4.521  -0.554  -3.935  0.00
C  -3.636  -1.560  -4.294  0.00
C  -2.421  -1.661  -3.643  0.00
C  -2.047  -0.757  -2.651  0.02
P  -0.560  -1.119  -1.664  -0.02
C  0.703  -1.739  -2.819  -0.01
C  1.729  -2.558  -2.355  0.00
C  2.751  -2.965  -3.197  0.00
C  2.755  -2.565  -4.525  0.00
C  1.744  -1.741  -4.997  0.00
C  0.734  -1.320  -4.146  0.00
C  -1.216  -2.710  -0.952  0.00
C  -2.089  -2.588  0.132  0.00
C  -2.666  -3.704  0.716  0.00
C  -2.375  -4.971  0.228  0.00
C  -1.514  -5.108  -0.851  0.00
C  -0.942  -3.987  -1.438  0.00
H  0.453  5.138  -2.139  0.00
H  0.726  3.437  -1.732  0.00
H  0.615  4.630  -0.448  0.00
H  -1.749  5.081  -1.048  0.00
H  -1.372  2.896  -3.149  0.00
H  -1.493  4.624  -3.468  0.00
H  -2.893  3.758  -2.841  0.00
H  -1.224  3.289  0.612  0.00
H  -3.722  4.081  -0.384  0.00
H  -3.564  2.791  0.853  0.00
H  -4.864  1.125  -2.667  0.00
H  -5.482  -0.468  -4.424  0.00
H  -3.898  -2.273  -5.064  0.00
H  -1.752  -2.473  -3.895  0.00
H  1.750  -2.884  -1.323  0.00
H  3.552  -3.581  -2.809  0.00
H  3.554  -2.880  -5.184  0.00
H  1.753  -1.404  -6.026  0.00
H  -0.017  -0.631  -4.508  0.00
H  -2.326  -1.602  0.516  0.00
H  -3.344  -3.584  1.552  0.00
H  -2.820  -5.847  0.684  0.00
H  -1.286  -6.092  -1.242  0.00
H  -0.277  -4.115  -2.283  0.00
S  -1.314  0.332  1.842  0.00
C  -0.864  1.715  2.842  0.00
C  -1.600  1.981  4.000  0.00
C  -1.262  3.027  4.848  0.00
C  -0.180  3.836  4.529  0.00
C  0.551  3.590  3.375  0.00
C  0.244  2.524  2.513  0.01
S  1.231  2.215  1.105  -0.01
H  -2.451  1.349  4.227  0.00
H  -1.847  3.214  5.740  0.00
H  0.088  4.668  5.167  0.00
H  1.382  4.235  3.111  0.00
C  1.666  1.350  -2.738  0.00
O  0.476  0.869  -2.165  0.02
H  1.398  1.912  -3.644  0.00
H  2.356  0.546  -3.003  0.00
H  2.204  2.012  -2.054  0.00

---

No. 2
A molecular structure, C37H46Cl5N3O3PSeTl, computed with ωB97M-V with the def2-TZVPD basis set.

The molar mass comes out at 1072.4 g/mol. Its maximum force is 1.31 eV/Å. For the total energy, the calculation gives -191675.069 eV. The net charge is -2. The HOMO energy comes out at -1.498 eV. The calculation puts the lowest unoccupied orbital energy at 3.89 eV. The value obtained for the energy above the lowest of the compared OMol25 structures with the same formula, charge and spin is 27.0 kJ/mol.

Each line ends with the Löwdin charge.
CARTESIAN COORDINATES (ANGSTROEM)
Tl  0.445  -0.041  0.221  0.86
C  5.083  -4.448  -7.607  -0.08
C  4.075  -3.980  -6.595  -0.31
C  2.718  -4.104  -6.842  -0.05
C  1.769  -3.675  -5.929  -0.33
C  0.311  -3.765  -6.257  -0.13
C  2.195  -3.118  -4.719  -0.62
Se  0.924  -2.591  -3.428  0.59
C  3.562  -2.956  -4.462  -0.32
C  4.013  -2.282  -3.205  -0.11
C  4.479  -3.395  -5.403  -0.04
H  4.576  -4.924  -8.444  0.06
H  5.779  -5.164  -7.168  0.07
H  5.664  -3.609  -7.994  0.07
H  2.396  -4.551  -7.778  0.10
H  0.151  -4.229  -7.231  0.06
H  -0.124  -2.764  -6.265  0.06
H  -0.218  -4.336  -5.495  0.05
H  3.608  -2.798  -2.335  0.03
H  3.615  -1.265  -3.174  0.07
H  5.101  -2.243  -3.135  0.07
H  5.538  -3.274  -5.201  0.10
O  -2.145  0.805  -0.267  -0.39
P  -3.407  0.088  -0.510  0.57
N  -3.439  -1.150  -1.651  -0.20
C  -2.656  -2.342  -1.331  -0.19
C  -2.541  -3.093  -2.666  -0.18
C  -3.019  -2.096  -3.729  -0.17
C  -3.002  -0.764  -2.988  -0.21
N  -4.072  -0.500  0.909  -0.17
C  -3.225  -0.693  2.080  -0.19
C  -3.263  -2.194  2.335  -0.17
C  -4.692  -2.579  1.948  -0.17
C  -5.125  -1.504  0.931  -0.22
N  -4.507  1.144  -1.227  -0.20
C  -4.595  2.471  -0.630  -0.19
C  -6.094  2.758  -0.435  -0.17
C  -6.752  1.388  -0.586  -0.18
C  -5.834  0.720  -1.607  -0.22
H  -3.163  -2.927  -0.560  0.10
H  -1.650  -2.078  -0.971  0.09
H  -3.132  -4.010  -2.679  0.10
H  -1.500  -3.342  -2.850  -0.01
H  -4.034  -2.329  -4.063  0.10
H  -2.355  -2.080  -4.591  0.09
H  -3.690  -0.025  -3.403  0.11
H  -1.984  -0.353  -2.974  0.12
H  -3.659  -0.138  2.922  0.12
H  -2.212  -0.334  1.907  0.08
H  -3.017  -2.440  3.364  0.11
H  -2.535  -2.685  1.693  0.10
H  -5.350  -2.546  2.820  0.10
H  -4.750  -3.581  1.521  0.10
H  -6.069  -1.041  1.254  0.09
H  -5.287  -1.917  -0.067  0.10
H  -4.131  3.207  -1.295  0.11
H  -4.037  2.485  0.309  0.11
H  -6.448  3.432  -1.217  0.10
H  -6.297  3.216  0.530  0.10
H  -7.791  1.446  -0.910  0.10
H  -6.704  0.851  0.361  0.09
H  -6.064  1.100  -2.614  0.11
H  -5.899  -0.366  -1.621  0.10
C  5.980  -2.247  0.409  -0.06
C  4.591  -2.200  0.977  -0.29
C  3.605  -3.063  0.536  -0.02
C  2.330  -3.049  1.088  -0.22
C  1.298  -3.996  0.554  -0.03
C  2.047  -2.158  2.121  -0.11
C  3.015  -1.238  2.536  -0.24
C  2.676  -0.219  3.584  -0.03
C  4.277  -1.280  1.970  -0.07
C  0.682  -2.163  2.823  -0.70
O  0.516  -2.937  3.766  0.01
O  -0.163  -1.343  2.364  -0.18
H  6.104  -3.112  -0.239  0.07
H  6.719  -2.296  1.210  0.07
H  6.178  -1.348  -0.176  0.07
H  3.823  -3.766  -0.258  0.11
H  1.706  -5.004  0.469  0.08
H  0.991  -3.678  -0.444  0.04
H  0.424  -4.019  1.196  0.07
H  2.289  -0.715  4.474  0.09
H  1.898  0.446  3.207  0.06
H  3.548  0.379  3.847  0.08
H  5.037  -0.581  2.298  0.11
Cl  -0.710  3.199  2.820  0.63
C  0.886  3.350  2.164  -0.74
C  1.389  2.292  1.412  -0.26
C  2.695  2.499  0.960  -0.72
Cl  3.426  1.222  0.038  0.64
C  3.438  3.648  1.204  -0.72
Cl  5.065  3.821  0.650  0.63
C  2.870  4.679  1.940  -0.73
Cl  3.755  6.126  2.252  0.62
C  1.580  4.527  2.429  -0.72
Cl  0.888  5.808  3.366  0.61